# C24H25N4O6PbS

C24H25N4O6PbS as an isolated structure (ωB97M-V with the def2-TZVPD basis set, the OMol25 dataset).

Its charge is -1. For the electronic energy, the calculation gives -59624.950 eV. Its frontier orbital gap is 6.86 eV.

Last column: Mulliken charge in e.
Cartesian coordinates (Å):
Pb  1.71299  1.35469  1.61777  1.4119
O  -0.64155  -0.05490  0.99648  0.0945
C  -0.76376  -1.14159  1.89907  -0.2437
C  -0.70633  -0.65919  3.33480  -1.4748
N  0.54028  0.07114  3.61875  1.1421
C  0.26314  1.25976  4.43309  -0.8422
C  -0.60781  2.29584  3.69230  0.3917
O  -1.25052  3.07827  4.37719  -0.7605
O  -0.56392  2.24327  2.40849  -0.6125
C  1.51666  -0.80408  4.26711  -0.8974
C  2.97417  -0.30903  4.20706  0.0668
O  3.77776  -0.86512  4.94544  -0.7496
O  3.21935  0.58659  3.32767  -0.6811
H  -0.94847  0.75919  1.44958  -0.0849
H  0.05224  -1.83787  1.68370  0.2152
H  -1.71169  -1.66770  1.73724  0.3341
H  -0.82101  -1.50563  4.02189  0.4670
H  -1.55353  0.00813  3.50966  0.4101
H  1.21546  1.73311  4.68617  0.4438
H  -0.23576  0.99604  5.37193  0.3442
H  1.50336  -1.77105  3.75728  0.4946
H  1.25188  -0.97970  5.31621  0.3966
N  -1.00910  -4.74226  -6.84300  -0.5635
C  -0.66995  -4.07424  -5.97102  -0.0751
C  -0.24358  -3.23802  -4.87997  0.6390
C  -1.16278  -2.82965  -3.91639  -0.8925
C  -0.74764  -2.02184  -2.87217  0.0272
C  0.58104  -1.62239  -2.77591  -1.2766
C  1.49406  -2.03527  -3.74096  0.1257
C  1.08819  -2.83825  -4.79211  -0.8499
C  1.00700  -0.73961  -1.64866  1.2572
C  1.68131  -1.37615  -0.59935  0.0277
C  2.03697  -2.75592  -0.58742  -0.4641
C  2.80019  -2.96657  0.53666  -1.2734
C  2.88129  -1.71487  1.18757  -0.6253
N  2.21161  -0.77193  0.53454  -0.1067
C  0.70435  0.60974  -1.81292  -0.0051
C  0.18468  1.22710  -2.99353  -0.3656
C  0.11674  2.57289  -2.73094  -1.3426
C  0.57385  2.72855  -1.39104  -0.7406
N  0.92537  1.57765  -0.85303  0.2641
H  -2.19481  -3.14429  -3.99274  0.4394
H  -1.45249  -1.69111  -2.11991  0.5839
H  2.52645  -1.72044  -3.66034  0.4900
H  1.79450  -3.15798  -5.54636  0.4447
H  1.76393  -3.48170  -1.33700  0.5073
H  3.25597  -3.88581  0.86767  0.4748
H  3.42007  -1.48039  2.09442  0.7424
H  -0.07432  0.72494  -3.91283  0.5059
H  -0.20408  3.35694  -3.39935  0.6584
H  0.63187  3.64846  -0.82153  0.4659
C  -3.15885  4.10241  -1.75864  -0.5457
S  -3.16821  4.06261  0.04084  0.5536
C  -2.96830  2.28914  0.19191  -0.3204
O  -4.56904  4.37993  0.44322  -0.6897
H  -4.05712  3.59227  -2.10858  0.2800
H  -2.25983  3.61133  -2.13030  -0.0101
H  -3.17939  5.14635  -2.06535  0.3359
H  -3.79153  1.79855  -0.32923  0.5108
H  -2.98980  2.06971  1.25711  0.2027
H  -2.00153  1.99988  -0.22219  -0.2559

Cartesian forces (eV/Å) of the 2 atoms listed first:
Pb -0.067 0.025 0.091
O -0.057 -0.056 0.029

# C5H15N2

An isolated ion of composition C5H15N2 and charge +1 at a distorted geometry (ωB97M-V with the def2-TZVPD basis set, the OMol25 dataset).

Its charge is +1. For the electronic energy, the calculation gives -8400.409 eV. Its frontier orbital gap is 11.21 eV.

Last column: Mulliken charge in e.
Cartesian coordinates (Å):
N  1.50258  -1.08268  1.45916  -0.6357
C  1.92112  -0.42762  0.17440  -0.6814
C  1.03052  -0.45330  -0.99329  -0.5257
N  -0.50800  -0.18007  -0.60912  -0.1935
C  -0.54668  1.07282  0.34210  -0.3674
C  -1.81592  0.88662  1.24883  -1.0453
C  -1.49395  0.02959  -1.72448  -0.8798
H  -0.59664  -1.01288  -0.00195  0.4375
H  1.12074  -0.51581  2.27495  0.2341
H  2.39458  -1.38826  1.80878  0.2982
H  2.91076  -0.74227  -0.17317  0.4714
H  2.23775  0.67276  0.34816  0.3258
H  1.19561  0.51196  -1.56589  0.3185
H  0.91820  -1.22601  -1.71090  0.4828
H  0.34210  1.10471  0.96553  0.2462
H  -0.45040  1.99412  -0.27517  0.4422
H  -2.57041  1.74811  1.06116  0.2869
H  -1.41894  0.80529  2.26738  0.3456
H  -2.30392  0.03204  0.90052  0.3496
H  -1.51647  -0.89503  -2.28200  0.3960
H  -2.51189  0.26797  -1.39273  0.3592
H  -1.28361  0.83399  -2.46028  0.3346

Cartesian forces (eV/Å) of the 2 atoms listed first:
N 0.128 0.368 -0.194
C 1.524 2.478 2.168

# C5H9N

A 2-piece molecular cluster, C5H9N overall (ωB97M-V with the def2-TZVPD basis set, the OMol25 dataset).

Its charge is 0. For the electronic energy, the calculation gives -6817.976 eV. Its frontier orbital gap is 10.98 eV.

Last column: Mulliken charge in e.
Cartesian coordinates (Å):
C  1.64302  -0.08283  -1.04570  -0.8892
C  0.71929  0.85618  -0.85421  0.1735
C  -0.64900  0.84951  -1.46923  -0.9340
C  -0.90298  -0.34747  2.11400  -0.2341
C  -0.32238  -1.46821  1.41260  0.0237
N  -1.51247  -1.68923  1.73440  -0.4444
H  2.62616  -0.01963  -0.58666  0.2690
H  1.45151  -0.94500  -1.68320  0.2836
H  0.50152  -1.95143  0.90150  0.3001
H  0.95684  1.70825  -0.21581  0.2984
H  -0.81188  -0.04748  -2.07489  0.2741
H  -0.79048  1.72709  -2.11087  0.3193
H  -1.43350  0.88765  -0.70313  0.2057
H  -1.26843  0.52260  1.56836  0.1332
H  -0.69923  -0.18094  3.17071  0.2209

Cartesian forces (eV/Å) of the 2 atoms listed first:
C -0.115 0.151 0.004
C 0.155 -0.135 -0.043

# C6H32O10

A 10-piece molecular cluster, C6H32O10 overall at a distorted geometry (ωB97M-V with the def2-TZVPD basis set, the OMol25 dataset).

Its charge is 0. For the electronic energy, the calculation gives -27214.144 eV. Its frontier orbital gap is 10.46 eV.

Last column: Mulliken charge in e.
Cartesian coordinates (Å):
O  3.22935  1.43605  7.55972  -0.6418
H  2.62681  1.16650  6.86652  0.3168
H  3.16964  2.39131  7.57157  0.3247
O  4.19266  -1.06885  -3.31428  -0.6397
H  3.40480  -1.57127  -3.10671  0.3214
H  4.87543  -1.72979  -3.42921  0.3189
O  -6.87947  3.47782  7.21673  -0.6394
H  -7.21604  3.15258  8.05170  0.3190
H  -6.04239  3.88595  7.43799  0.3204
O  6.20860  2.20538  -0.23310  -0.6276
H  6.12483  2.14187  -1.18450  0.3158
H  6.72927  1.44098  0.01354  0.3113
O  -2.03042  -3.14379  6.35912  -0.6369
H  -2.51637  -2.39129  6.69649  0.3189
H  -2.67466  -3.63770  5.85193  0.3179
O  -6.49775  1.01545  -3.41224  -0.6362
H  -6.91207  0.46317  -4.07524  0.3193
H  -6.32584  0.42340  -2.68001  0.3168
O  1.33425  5.66085  5.55980  -0.6392
H  0.92296  5.14751  4.86442  0.3214
H  1.68104  6.43387  5.11436  0.3180
O  5.01636  5.98977  -2.67872  -0.6392
H  5.26717  5.42043  -1.95126  0.3238
H  4.81275  5.38834  -3.39499  0.3152
C  -0.73889  0.33414  0.64635  -1.4279
C  -0.63097  1.79506  0.99419  0.6295
C  -1.88190  2.18970  1.79391  -1.2449
O  0.66255  1.90926  1.65988  -0.5229
H  0.11544  0.03995  0.03672  0.3888
H  -1.55134  0.14657  -0.05569  0.3751
H  -1.03917  -0.35543  1.43528  0.2989
H  -0.69072  2.13487  -0.03976  0.1506
H  -1.98679  3.27038  1.69764  0.3141
H  -1.80781  1.86898  2.83302  0.3593
H  -2.83764  1.78386  1.46233  0.3455
H  1.31936  1.53021  1.07125  0.3343
C  0.23538  -3.91731  -6.06225  -1.3120
C  -0.21566  -4.75278  -4.82753  0.7978
C  -0.70770  -6.12946  -5.15623  -1.5141
O  0.74814  -4.80701  -3.82949  -0.5499
H  1.18862  -4.31579  -6.40966  0.3222
H  0.35344  -2.83433  -6.02605  0.3182
H  -0.38969  -4.13218  -6.92898  0.3337
H  -1.08013  -4.15418  -4.54036  0.1033
H  -1.47985  -6.17270  -5.92435  0.4031
H  -1.12291  -6.69891  -4.32471  0.3774
H  0.05815  -6.73137  -5.64539  0.3946
H  0.97920  -5.70009  -3.56374  0.3258

Cartesian forces (eV/Å) of the 2 atoms listed first:
O 0.134 -0.157 0.155
H -0.141 -0.098 -0.180

# C6H13NO

A 2-piece molecular cluster, C6H13NO overall at a distorted geometry (ωB97M-V with the def2-TZVPD basis set, the OMol25 dataset).

Its charge is 0. For the electronic energy, the calculation gives -9968.392 eV. Its frontier orbital gap is 10.01 eV.

Last column: Mulliken charge in e.
Cartesian coordinates (Å):
C  0.24415  1.58442  -0.00766  -1.0748
N  -0.63449  0.67511  0.69396  -0.1631
C  -0.71824  -0.63614  0.12541  0.1501
C  -1.14349  -0.93238  -1.10069  -0.2730
C  -1.99900  -0.01747  -1.92680  -1.1784
C  1.24680  -1.93367  0.84505  -0.8337
C  -0.06151  -1.72828  0.92640  -0.1768
H  -0.06360  1.89681  -1.02020  0.2588
H  1.19530  1.09735  -0.20918  0.3406
H  0.31952  2.49837  0.57376  0.4009
H  -1.52038  1.12656  0.87831  0.2760
H  -0.91387  -1.92143  -1.47205  0.4382
H  -1.83697  1.04650  -1.76089  0.2882
H  -3.05208  -0.08611  -1.64331  0.2895
H  -1.80720  -0.20542  -2.97842  0.3271
H  1.81568  -2.66885  1.40565  0.2747
H  1.87818  -1.22705  0.30866  0.2737
H  -0.66220  -2.36850  1.55777  0.3737
H  1.96067  0.78046  1.54358  0.3737
H  2.88568  1.96620  1.47938  0.3201
O  2.86704  1.05353  1.78126  -0.6855

Cartesian forces (eV/Å) of the 2 atoms listed first:
C -0.128 0.216 -0.932
N -0.549 0.093 0.258

# C38H45AlNO8PSSi

C38H45AlNO8PSSi as an isolated structure (ωB97M-V with the def2-TZVPD basis set, the OMol25 dataset).

Its charge is 0. For the electronic energy, the calculation gives -92609.745 eV. Its frontier orbital gap is 7.50 eV.

Last column: Mulliken charge in e.
Cartesian coordinates (Å):
Al  -0.18601  0.53199  -0.45304  -1.4611
C  1.54642  2.78068  -2.91232  -1.7028
C  1.32378  2.98964  -1.41633  1.9892
C  2.64272  3.33981  -0.73553  -1.5019
C  0.30361  4.10471  -1.18911  -1.6120
O  0.82336  1.79783  -0.87034  -0.0047
Si  -1.31397  -0.64218  -2.31888  0.1636
S  -0.23406  -3.32797  -0.95541  -0.5160
O  -2.67785  -1.33523  -1.77711  0.5128
C  -3.97113  -1.81168  -2.17842  1.8376
C  -4.46989  -1.03553  -3.38990  -1.4651
C  -3.83668  -3.29568  -2.49873  -1.4160
C  -4.88458  -1.59325  -0.98166  -1.7146
O  -1.35391  -0.33735  -3.91610  -0.3557
C  -0.68989  -0.69052  -5.13784  1.7693
C  0.78130  -0.29985  -5.08123  -1.2896
C  -0.83983  -2.19097  -5.36088  -1.4785
C  -1.40074  0.09089  -6.23304  -1.7090
H  1.97032  3.67470  -3.37463  0.4980
H  0.59516  2.54079  -3.39383  0.2743
H  2.23177  1.94320  -3.06090  0.3800
H  3.03025  4.28699  -1.11561  0.5025
H  3.37950  2.55623  -0.92954  0.3127
H  2.49862  3.42231  0.34457  0.1125
H  0.64563  5.04800  -1.62054  0.4462
H  0.13836  4.24691  -0.12000  0.2777
H  -0.65005  3.82991  -1.64766  0.2954
H  -3.79455  -1.17447  -4.23479  0.1492
H  -4.51497  0.03149  -3.16112  0.3194
H  -5.46678  -1.38016  -3.66994  0.5080
H  -3.16067  -3.43563  -3.34660  0.2037
H  -4.80831  -3.72920  -2.74286  0.4971
H  -3.41685  -3.81998  -1.63836  0.2384
H  -4.89973  -0.53602  -0.71194  0.3886
H  -4.50621  -2.15285  -0.12379  0.3028
H  -5.90038  -1.92295  -1.20699  0.4152
H  1.26019  -0.72877  -4.20230  0.1436
H  0.88219  0.78534  -5.03094  0.2712
H  1.29751  -0.65989  -5.97310  0.4986
H  -0.31964  -2.74759  -4.57703  0.2752
H  -0.41684  -2.47310  -6.32617  0.5114
H  -1.89510  -2.47255  -5.34769  0.2356
H  -1.35124  1.15806  -6.01082  0.3687
H  -2.45254  -0.19812  -6.28093  0.3298
H  -0.93213  -0.09521  -7.20150  0.3948
O  1.30342  -1.42606  -1.95609  -0.5970
C  0.17915  -1.89257  -2.00188  0.5621
C  1.35170  -3.63496  -0.24181  0.6579
C  2.01007  -4.82643  -0.51682  -0.4297
C  3.30340  -5.02594  -0.06093  -0.7305
C  3.94679  -4.02310  0.64708  -0.7193
C  3.28895  -2.83688  0.94032  -0.4732
C  1.97508  -2.63491  0.52856  -0.0285
P  0.98665  -1.16097  1.01901  2.2596
C  2.16982  -0.11017  1.93099  0.2014
C  1.93720  0.33948  3.22919  -1.0238
C  2.80370  1.25165  3.81724  -0.8081
C  3.89788  1.73023  3.11035  -0.5190
C  4.12445  1.30366  1.80774  -1.0512
C  3.26080  0.39586  1.21728  -0.3018
C  -0.03913  -1.91551  2.32982  0.2760
C  0.56376  -2.61024  3.37970  -0.4343
C  -0.21783  -3.24513  4.33033  -0.9031
C  -1.60531  -3.20061  4.23156  -0.6031
C  -2.20778  -2.51730  3.18802  -0.8517
C  -1.42686  -1.87334  2.23472  -0.2579
H  1.50008  -5.58905  -1.09198  0.4913
H  3.81377  -5.95711  -0.27032  0.3788
H  4.96894  -4.16112  0.97809  0.4306
H  3.79821  -2.06863  1.50629  0.4211
H  1.07056  -0.01046  3.77508  0.3478
H  2.61465  1.60276  4.82409  0.4523
H  4.56322  2.45133  3.56970  0.4116
H  4.96430  1.69882  1.24962  0.4406
H  3.41356  0.08231  0.18909  0.6292
H  1.64417  -2.65145  3.45201  0.4805
H  0.25392  -3.77858  5.14542  0.4259
H  -2.21496  -3.69935  4.97545  0.4162
H  -3.28758  -2.48552  3.10797  0.4597
H  -1.89562  -1.33291  1.42005  0.4188
O  -3.29198  1.63906  1.51976  -0.7090
C  -2.08642  1.72074  1.52581  -0.1070
O  -1.30306  0.94121  0.82124  0.9471
C  -1.38503  2.73193  2.40097  -0.0498
C  -2.16285  3.61018  3.14701  -0.8453
C  -1.56293  4.56855  3.94397  -0.5923
C  -0.18096  4.62778  3.98840  -0.5671
C  0.61388  3.76104  3.26286  -0.6948
C  0.00218  2.80981  2.46354  0.9616
N  0.46680  5.64592  4.83724  1.0159
O  -0.24774  6.45686  5.39188  -0.6321
O  1.67873  5.61491  4.93437  -0.6163
H  -3.23928  3.53276  3.08463  0.5578
H  -2.14659  5.26512  4.52815  0.5181
H  1.69028  3.83594  3.32378  0.6768
H  0.60468  2.13449  1.87219  0.5111

Cartesian forces (eV/Å) of the 2 atoms listed first:
Al -0.637 0.355 -0.566
C 0.008 -0.069 0.083